ORCA calculation (ωB97M-V/def2-TZVPD) on a structure of composition C31H42N3OPSc at a distorted geometry.

Output
- highest occupied orbital energy (spin up / spin down) (eV) = -2.07 / 0.11
- E_LUMO (spin up / spin down) (eV) = 2.42 / 2.45
- total charge = -1
- total energy (eV) = -69336.360
- HOMO-LUMO gap (spin up / spin down) (eV) = 4.486 / 2.341

Positions of all 79 atoms, in Å:
C 2.131658 -0.843127 -0.839548
C -4.566829 -0.918191 4.806186
H 2.312922 5.760360 -2.760218
C 3.295325 4.974202 -1.003030
C 1.929448 3.552816 0.422577
H 1.971818 2.293131 -1.992349
H 4.190698 -1.226249 -0.355321
H -2.731505 -4.815629 2.569004
C -0.160343 4.709780 -2.569126
N -1.616726 1.472702 -0.716596
H -1.695984 -2.071875 -2.306354
H -1.105853 0.846299 -2.971337
C -3.600172 -1.048968 2.627508
N -5.538143 -2.349725 3.140110
C 1.507533 -3.327126 -0.567911
C 1.827489 0.174689 -1.780039
C -0.136714 0.589601 -3.440057
C -3.906438 -3.380102 0.269923
H -0.493332 3.728559 -2.953367
H -6.400984 -2.065378 5.004105
H -1.001941 -4.361025 2.596934
H 4.657599 6.646698 -0.910593
H -4.615431 -0.516704 5.811444
H 0.896975 2.798483 2.163871
C -0.726799 -2.372037 -2.750576
Sc -0.560600 -0.393824 -0.471047
C -3.571788 -0.518683 3.912261
H -2.271604 -3.150108 3.056845
H 3.481776 0.154523 0.500104
H -5.835374 -2.438731 0.528695
C -0.430745 1.795298 -0.185131
C 2.193966 5.166694 -1.850125
C -1.668931 3.672236 -0.273079
H 4.712507 5.729193 -2.418075
H -3.411117 2.646305 -1.135782
H 0.774287 -3.543590 0.216138
C 4.598726 5.640101 -1.335938
H -3.971927 -3.378265 -0.833577
H -2.761652 0.175717 4.177171
H 3.040269 1.372652 -3.069131
N -0.372215 3.170013 -0.065719
C -5.556641 -1.817248 4.359529
H -4.384069 -4.304390 0.625026
H 1.566139 1.545981 1.113435
C -2.020532 -3.989933 2.396852
C 3.152852 4.157829 0.123081
C 0.943530 4.602645 -1.561359
H -2.845314 -0.837596 1.864737
H -0.816640 -2.177671 -3.829592
O -1.458908 -2.141370 0.342334
H 2.495931 -3.424109 -0.108132
H -4.525588 -1.299547 0.244178
P -2.128894 -3.504643 0.657028
C -4.791066 -2.226710 0.781475
C 3.270035 -0.848792 0.115934
H 3.428209 1.522801 -1.339721
H 4.006527 3.978313 0.786021
C -4.654574 -1.909928 2.268055
H -1.042187 5.236136 -2.179635
H -1.936426 4.686586 0.022252
H 2.657900 2.536909 2.138163
H 3.057997 -1.489840 0.979862
H 1.409652 -4.103893 -1.337954
C 1.750526 2.560164 1.514961
H -0.524906 -5.246604 0.280193
H -1.293255 -4.752737 -1.269153
H 0.367857 1.531867 -3.677900
C 2.609788 1.401521 -2.056515
C 0.395413 -1.596136 -2.179032
C -1.470635 -4.951543 -0.202287
H -0.604733 -3.449337 -2.595260
C 1.305958 -1.966258 -1.126929
C -2.400862 2.642673 -0.760701
H 0.193495 5.286316 -3.436515
H -2.197368 -5.777341 -0.094944
C 0.691147 -0.244076 -2.538602
C 0.825745 3.854990 -0.378433
H -0.358975 0.049334 -4.372762
H 5.434454 5.057194 -0.946636

Atoms 1-2, force components in eV/Å:
C -0.57 -0.17 -0.94
C -2.42 -1.15 0.61

---

ORCA calculation (ωB97M-V/def2-TZVPD) on a structure of composition C59H46CuIN6O6 at a distorted geometry.

Output
- highest occupied orbital energy (spin up / spin down) (eV) = -3.31 / -3.33
- E_LUMO (spin up / spin down) (eV) = 1.81 / 1.81
- spin multiplicity = 2
- total charge = -1
- total energy (eV) = -135895.360
- HOMO-LUMO gap (spin up / spin down) (eV) = 5.118 / 5.139
- <S²> = 0.78

Positions of all 119 atoms, in Å:
H 1.062062 2.266345 4.538882
C 5.719620 -3.728364 -3.312309
H -4.081960 0.048340 -2.016513
C 4.405620 -0.471279 1.641008
C -2.428711 0.631436 2.119408
C 3.223784 0.840260 5.070067
C 6.698298 -2.793553 -3.649768
C 4.009260 1.477676 6.017121
O -4.520150 -1.781100 -7.075341
Cu 0.528981 -0.579029 0.281533
H -4.020344 -0.147008 -8.259447
O 0.764153 -3.007322 0.456437
C -4.891186 -0.686863 -7.871094
C 0.480200 1.726318 3.815085
C -3.523961 -2.662257 -5.139991
H -3.082046 3.288849 -2.382559
C -0.069541 -3.763151 -0.085166
C 3.189026 -1.554017 -1.547736
O 0.099931 -4.833856 -0.664823
H 1.790205 1.795420 -2.173066
N -1.721291 -0.801325 0.182401
C 4.187190 2.180447 3.342894
C -2.398839 -1.275490 -3.520714
H -5.532520 0.013647 -7.324384
H 5.548484 -1.490279 0.070392
C -3.539431 1.264168 2.870102
C 3.281312 1.193231 3.728257
C -7.189873 4.180941 4.756556
C 5.361530 -1.081334 -2.635873
C -0.220598 -1.489049 -2.456396
C -1.139187 0.863030 2.511056
C 0.334176 -1.994980 -3.671483
H -4.795834 0.630091 0.453200
H -7.700995 4.076612 3.795961
C -4.169858 2.415409 2.418965
C 1.677407 -2.108204 -3.470765
C -5.185146 3.015905 3.146296
H -7.923730 4.411738 5.525772
H 4.530139 3.109573 8.215508
H 3.823136 -4.066680 -2.383112
H -5.451356 -1.105687 -8.706441
C -0.009562 3.038710 -2.460143
O 5.643983 3.250066 6.471609
H 3.940449 1.169443 7.049470
H -3.482538 -0.170327 4.455453
N 0.038743 0.336520 2.039974
C 3.019412 -0.099376 1.656045
H -2.335757 0.804601 -3.992104
C 4.635804 -1.060222 0.438788
C -0.847267 1.766056 3.613381
H -2.045576 4.726521 -2.563962
H -4.814335 -3.956397 -0.446032
N 2.440832 -0.455218 0.502952
H 5.221783 -0.044093 -2.366351
H -6.468350 5.002339 4.688200
C -1.540565 -3.291009 0.084103
H 8.437213 -1.622433 -5.374677
C 4.381150 -2.004966 -2.294020
C 4.573063 -3.338139 -2.651418
C -0.915880 2.242949 -0.645629
H 5.643999 3.616065 3.994430
N 0.758936 -1.262348 -1.570352
H -3.599815 0.595449 -6.073412
C 0.821802 2.132835 -1.865188
H -5.306113 0.870303 5.739912
H -3.050701 -1.863688 2.686221
H -2.578980 -3.399821 -3.372532
H 0.086619 3.641364 -3.342860
H -3.843602 -3.632599 -5.490636
C 1.930736 -1.639130 -2.148952
C -3.520160 -0.149427 -1.120565
H 2.421451 -2.465466 -4.158273
H 9.595622 -2.955080 -5.128028
H -2.684972 4.279097 -0.965581
H 6.181014 3.771379 8.320168
C -2.213341 -0.760479 -1.132570
N -1.124455 3.104655 -1.668346
C -4.129132 -2.559713 0.971685
C -3.398299 -0.290319 -5.488033
H 5.943451 2.017621 8.111057
H 4.258337 2.444388 2.298394
H 2.553371 0.050578 5.376459
C -4.981634 1.299931 4.806064
C 2.395018 0.591681 2.712759
C -3.967345 0.717845 4.078578
O -6.585044 2.978607 5.150199
C 6.507259 -1.460168 -3.314080
H -2.535424 -4.748587 -1.046578
H -5.633596 3.922965 2.770229
H -1.583619 2.336248 4.149001
C 4.862883 2.499614 5.626634
C -2.299580 3.891506 -1.909877
C 4.960239 2.830742 4.276195
H -0.856589 -2.063243 1.652429
C -1.680183 -2.093262 0.933949
H 7.238362 -0.706563 -3.566305
C 8.807548 -2.366354 -4.659313
I -6.069182 -2.125870 1.735470
C -2.828178 -0.328077 1.056628
C -3.963183 -3.462732 0.003266
C 1.034841 0.833424 2.818607
H -0.217782 -2.273134 -4.548145
C 5.558344 3.010028 7.849904
H 5.092407 -0.324043 2.454039
O 7.805187 -3.280543 -4.302771
C -3.817834 -1.541992 -5.918960
C -2.823317 -2.527858 -3.960598
H -3.844334 2.877137 1.496870
N 0.241356 1.652444 -0.737414
H -1.625644 2.083031 0.141319
H 5.889391 -4.761181 -3.576131
C -3.889426 0.152858 0.130367
C -2.633983 -3.889542 -0.397528
H 9.215703 -1.851014 -3.782177
C -2.686366 -0.169760 -4.303814
C -1.590128 -1.167597 -2.279101
C 3.391435 -1.042283 -0.271851
C -5.602309 2.460510 4.347641
C -3.031626 -1.804063 1.595937

Atoms 1-2, force components in eV/Å:
H -0.01 0.10 0.10
C 0.24 0.01 -0.14

---

ORCA calculation (ωB97M-V/def2-TZVPD) on a structure of composition C5H9O3P3S at a distorted geometry.

Output
- highest occupied orbital energy (spin up / spin down) (eV) = -5.94 / -8.74
- E_LUMO (spin up / spin down) (eV) = 0.02 / -2.25
- spin multiplicity = 3
- total charge = 0
- total energy (eV) = -50170.478
- HOMO-LUMO gap (spin up / spin down) (eV) = 5.960 / 6.482
- <S²> = 2.01

Positions of all 21 atoms, in Å:
C -0.171808 0.378324 -0.596052
O 2.354541 2.751782 0.479045
S -0.948761 -0.481713 1.949496
P -1.588438 2.446757 -1.606537
H 1.993891 -0.051053 -0.218424
H 1.239005 -0.373060 2.475029
C 1.101317 -2.102851 1.142485
P 1.124070 2.112904 0.936493
C 1.087415 0.188211 0.284548
H -2.184186 0.315026 0.144689
C -1.348108 -0.230881 0.215132
O -1.313425 -3.339749 0.686117
H 2.020562 -2.556117 1.401767
O -0.180701 1.784567 -0.885516
H -1.703986 -1.258921 -0.049006
H -2.365636 2.770094 -0.347567
H 0.977386 -2.345595 0.097951
C 0.881843 -0.646441 1.522627
H -0.990935 3.760000 -1.602402
H 0.066123 -0.057545 -1.570107
P -0.489813 -3.018213 1.830613

Atoms 1-2, force components in eV/Å:
C 1.14 -1.05 0.19
O 2.35 1.40 -1.09

---

Question: Which of these has the lowest total energy?
Answer: C59H46CuIN6O6

---

Question: Among the records above, which one has the highest total charge?
Answer: C5H9O3P3S